# 1
19
Properties=species:S:1:pos:R:3 method="wB97M-V/def2-TZVPD" total_energy_ha=-650.51409 homo_lumo_gap_ha=0.2373 charge=-1 homo_ha=-0.1081
S 3.0023 -1.1137 0.5017
N -0.7544 0.6077 0.0241
C -2.0822 0.9592 -2.0678
C 1.3960 -0.8258 -0.3886
C 0.5181 -0.7862 3.0790
C 0.6627 0.4699 -0.0207
C -0.5737 0.7069 -1.4126
H 0.0270 -1.1672 4.0155
H 1.3934 -1.3217 2.6510
H 0.6562 0.2735 3.2740
H 0.7456 -1.6220 -0.0776
H -2.5827 1.8352 -1.6602
H -2.7530 0.1376 -1.8270
H -0.0520 1.5007 -1.9728
H 1.3946 1.3003 0.1619
H -2.0912 0.9650 -3.1608
H 1.6485 -0.8453 -1.4329
H -0.3603 -0.2184 -1.9773
H -0.1950 -0.8556 2.2912


# 2
14
Properties=species:S:1:pos:R:3 method="wB97M-V/def2-TZVPD" total_energy_ha=-697.27079 homo_lumo_gap_ha=0.3509 charge=+1 homo_ha=-0.4965
S -1.3597 -1.5646 0.0656
N 1.7769 1.8325 -0.4239
N -0.4143 -0.4856 2.4049
N 1.5245 0.7328 0.1325
N 0.3782 0.4123 0.5018
C -1.1432 -1.0980 -1.6764
C -0.4432 -0.4077 1.0735
H -2.1750 -0.7060 -2.0635
H 1.1536 2.6012 -0.5861
H -1.0132 -2.0262 -2.2885
H 0.2218 0.2323 2.8255
H 2.7486 2.1371 -0.8026
H -0.9373 -1.2357 2.8052
H -0.3177 -0.4243 -1.9679


# 3
27
Properties=species:S:1:pos:R:3 method="wB97M-V/def2-TZVPD" total_energy_ha=-1951.75267 homo_lumo_gap_ha="0.3715 / 0.3582" multiplicity=6 s_squared=8.759 homo_ha="-0.3539 / -0.3586"
Fe -0.3403 -0.5148 0.8011
O 1.2807 -0.8598 2.4134
O -2.1980 1.0133 -3.5559
O -1.1482 0.1391 -1.1645
O -1.1582 -2.1184 0.9228
O 1.9093 1.7848 0.7200
O -1.0053 0.9026 1.6629
O 1.3360 -0.7854 -0.1939
C 1.9717 1.5895 2.1571
C 2.2774 0.1812 2.5391
C -1.1412 -0.7155 -2.3128
C -2.2502 -0.3705 -3.2921
H 2.6291 0.2215 3.5574
H -1.8242 -2.0972 1.6574
H 1.4678 -1.7218 -0.4506
H -2.0975 -1.0338 -4.1544
H 1.5859 -1.3395 1.6324
H -0.1796 -0.5658 -2.7921
H -1.1204 -1.7253 -1.9072
H 2.8470 2.1951 2.4374
H -0.8297 1.0490 2.6132
H 3.1221 -0.1527 1.9377
H -3.2605 -0.6068 -2.9121
H -3.0132 1.5037 -3.6817
H -1.6945 0.9203 -1.3778
H 1.7556 1.0269 0.1347
H 1.0786 2.0803 2.6087


Q: Which max |F| values were calculated for the entries above? A: 5.94 4.05 2.30, in eV Å⁻¹.